1.
This record from the Open Molecules 2025 dataset describes the ion C4H11N2 with charge +1 at a distorted geometry. The level of theory is ωB97M-V/def2-TZVPD.

As for the SMILES: CCC/[NH+]=C\N. As for the spin multiplicity: 1. As for the total charge: +1. The relative energy (zero: lowest compared OMol25 entry of this formula, charge and spin) comes out at 17.3 kcal per mole. The HOMO energy is -15.3 eV.

Cartesian coordinates (Å):
C: -1.78190 1.22355 0.71282
C: -1.74483 0.50833 -0.62864
C: -0.32704 0.04343 -0.98883
N: 2.43256 -0.33742 0.13912
C: 1.31288 -0.77344 0.68673
N: 0.18786 -0.88157 0.03346
H: -1.35731 0.58787 1.50459
H: -2.73965 1.46719 1.16411
H: -1.06053 2.04858 0.72804
H: -2.37998 -0.37912 -0.61335
H: -2.04552 1.16675 -1.43910
H: -0.32650 -0.46169 -1.95729
H: 0.29279 0.93331 -1.12323
H: 3.18879 -0.08735 0.73593
H: 2.38728 -0.19506 -0.86477
H: 1.45669 -1.14352 1.69905
H: -0.52832 -1.48071 0.40681

Atomic forces in eV per Å
C 1.2 -0.5 1.0
C 0.2 -0.3 0.4
C -0.2 0.1 -1.0
N -1.8 0.1 -0.5
C 1.0 -0.7 0.0
N 0.0 0.5 0.3
H 0.0 -0.3 -0.2
H -0.2 0.4 -0.7
H -0.6 0.4 -0.2
H -0.3 0.1 -0.2
H -0.3 -0.1 -0.1
H -0.1 0.0 0.1
H 0.4 -0.2 0.5
H 0.7 0.1 -0.1
H 0.7 0.5 0.3
H -0.6 -0.2 0.0
H -0.1 0.0 0.5

Atomic partial charges in e from the Mulliken method, atoms 1 to 6:
1 C -1.034
2 C -0.474
3 C -0.750
4 N -0.299
5 C 0.171
6 N -0.141



2.
This record from the Open Molecules 2025 dataset describes the ion C11H20N3 with charge +1 at a distorted geometry. The level of theory is ωB97M-V/def2-TZVPD.

As for the SMILES: CC[NH+](CC)[C@@]12CN1[C@H]1[C@H](C)[C@H]1C=N2. As for the spin multiplicity: 1. As for the total charge: +1. The relative energy (zero: lowest compared OMol25 entry of this formula, charge and spin) comes out at 90.8 kcal per mole. The HOMO energy is -12.9 eV.

Cartesian coordinates (Å):
C: 1.38730 1.78676 -0.09210
C: -1.63529 1.31329 0.70899
C: 1.36417 1.91950 1.36951
C: 1.65360 0.52537 1.90681
C: 0.36743 1.09257 2.21579
C: -0.63512 0.47835 0.08252
C: 2.53944 0.34311 3.04313
C: -1.32626 0.35590 -2.77790
C: -0.39271 -2.96839 -1.47769
C: -1.94944 -0.47959 -1.69750
C: 0.07481 -1.62867 -1.02244
N: 0.53508 1.11549 -0.78088
N: -0.77983 0.49437 1.46228
N: -1.08596 -0.75482 -0.62196
H: 2.30066 2.13178 -0.63769
H: -1.49048 2.41784 0.64097
H: -2.70211 1.00675 0.47575
H: 1.80647 2.68565 1.97867
H: 1.56320 -0.19437 1.11832
H: 0.11611 1.40452 3.19719
H: 2.42857 -0.76646 3.33919
H: 2.25406 0.88335 3.88440
H: 3.67486 0.60753 2.91690
H: -1.21032 1.36620 -2.64808
H: -0.32141 0.16207 -3.06968
H: -1.97229 0.18816 -3.67339
H: 0.45717 -3.51764 -1.83815
H: -0.69150 -3.51282 -0.51953
H: -1.14661 -3.03202 -2.31192
H: -2.32405 -1.45888 -2.08717
H: -2.80391 0.20392 -1.28518
H: 0.61036 -1.17758 -1.75814
H: 0.81596 -1.68407 -0.20020
H: -1.48193 -1.30718 0.15916

Atomic forces in eV per Å
C -0.3 0.1 -0.7
C -2.8 2.1 -1.8
C -0.5 -0.7 1.1
C 0.1 0.2 0.2
C -1.8 0.2 -2.8
C 2.8 1.9 -3.2
C 3.5 -3.0 0.2
C -0.9 -2.0 -2.5
C -0.9 -1.6 1.3
C -3.4 1.4 -1.1
C -0.2 -0.6 1.3
N -1.1 -0.9 2.3
N 1.5 -1.0 2.4
N 2.7 -0.9 3.1
H -1.0 0.1 0.4
H 0.1 -1.0 0.2
H 1.1 0.4 1.3
H 0.4 0.5 -0.6
H 0.6 -0.6 0.0
H -0.2 0.3 0.6
H 0.6 1.6 -0.2
H -0.8 1.1 1.4
H -2.1 -0.8 -0.2
H -0.6 2.6 1.0
H 0.8 -1.1 -0.2
H 0.5 0.3 0.5
H 0.5 -0.2 -0.2
H -0.3 0.2 -1.6
H 0.6 0.3 1.2
H 0.0 1.2 0.4
H 1.1 -1.9 -0.8
H 1.1 1.7 -2.2
H -0.9 -0.2 0.0
H -0.6 0.3 -0.5

Atomic partial charges in e from the Mulliken method, atoms 1 to 6:
1 C -0.426
2 C -0.789
3 C -0.333
4 C 0.765
5 C -0.303
6 C 0.068



3.
This record from the Open Molecules 2025 dataset describes a structure of composition C11H23ClI2NP2Pt at a distorted geometry. The level of theory is ωB97M-V/def2-TZVPD.

As for the spin multiplicity: 5. As for the total charge: +3. The relative energy (zero: lowest compared OMol25 entry of this formula, charge and spin) comes out at 24.4 kcal per mole. The HOMO energy (alpha / beta) is -18.1 / -18.5 eV.

Cartesian coordinates (Å):
I: 0.01243 -0.79471 -4.83980
I: 0.04328 1.84902 -5.56130
Pt: 0.04317 0.75541 0.59640
P: -2.15226 1.11793 0.21298
C: -2.87649 0.84226 -1.42397
C: -2.90829 -0.17905 1.25002
H: -3.97930 0.01227 1.32650
H: -3.80769 2.62196 1.08298
H: -2.47651 -0.17561 2.26346
H: -2.19984 2.83273 1.89630
H: -2.55352 -0.12716 -1.83141
H: -2.77885 -1.17653 0.80571
C: -2.72251 2.67622 0.93951
H: -3.97353 0.84445 -1.33121
H: -2.46973 3.46883 0.22514
H: -2.55713 1.65647 -2.08736
P: 2.24336 1.11106 0.22009
C: 2.96135 0.83705 -1.42687
C: 2.80473 2.67411 0.95879
H: 2.62582 -0.17145 2.27473
H: 4.11074 0.03283 1.31340
H: 2.91604 -1.17363 0.81100
C: 3.03900 -0.17173 1.25217
H: 2.26776 2.82511 1.90864
H: 3.88818 2.62354 1.11757
H: 4.05943 0.82198 -1.34276
H: 2.64626 1.65965 -2.08260
H: 2.55861 3.46747 0.24320
H: 2.61234 -0.12761 -1.82591
Cl: 0.01408 1.87712 2.75974
C: -0.17699 -4.13711 -0.01347
C: -0.00404 -3.51015 1.19210
C: 0.01226 -2.12023 1.23387
N: -0.03463 -1.37057 0.10986
C: -0.16654 -1.97536 -1.08686
C: -0.28552 -3.36405 -1.16305
H: -0.25053 -5.21547 -0.08611
H: 0.10199 -4.05267 2.10507
H: 0.06461 -1.59409 2.16401
H: -0.17860 -1.36009 -2.01188
H: -0.47293 -3.81018 -2.14865

Atomic forces in eV per Å
I 0.0 -1.8 0.2
I 0.0 1.8 -0.7
Pt -0.1 -1.4 2.6
P -2.1 -0.2 0.9
C 0.4 0.3 -0.2
C 0.4 -0.5 0.2
H -0.1 0.2 0.0
H 0.1 0.0 -0.1
H -0.2 0.1 -0.3
H -0.3 0.0 -0.4
H -0.1 0.3 0.2
H 0.0 0.3 0.1
C 0.4 0.0 -0.5
H 0.3 0.1 0.0
H -0.1 0.1 0.3
H -0.2 -0.2 0.0
P 2.3 -0.1 0.9
C -0.5 0.3 -0.1
C -0.4 0.0 -0.6
H 0.2 0.1 -0.4
H 0.0 0.2 -0.1
H 0.0 0.3 0.1
C -0.4 -0.5 0.2
H 0.3 0.0 -0.4
H -0.2 0.0 -0.1
H -0.3 0.1 0.0
H 0.2 -0.3 0.0
H 0.1 0.1 0.4
H 0.1 0.3 0.1
Cl 0.1 -0.4 -1.9
C -0.2 -0.3 -0.7
C 0.0 1.0 0.2
C 0.1 -0.3 -0.8
N 0.0 0.8 -0.7
C -0.1 -0.7 -0.1
C -0.1 0.7 -0.8
H 0.1 0.0 0.1
H 0.0 -0.3 0.5
H 0.1 0.3 0.4
H 0.0 -0.3 1.0
H 0.2 0.1 0.5

Atomic partial charges in e from the Mulliken method, atoms 1 to 6:
1 I 0.522
2 I 0.515
3 Pt 0.830
4 P 0.537
5 C -0.951
6 C -1.220



4.
This record from the Open Molecules 2025 dataset describes a cluster of 5 separate species, C4H17NO5 in total at a distorted geometry. The level of theory is ωB97M-V/def2-TZVPD.

As for the SMILES: C[C@@H](N)CC=O.O.O.O.O. As for the spin multiplicity: 1. As for the total charge: 0. The relative energy (zero: lowest compared OMol25 entry of this formula, charge and spin) comes out at 61.9 kcal per mole. The HOMO energy is -9.5 eV.

Cartesian coordinates (Å):
C: 0.62747 -2.28195 1.83406
C: 0.39456 -1.57191 0.52653
C: 1.57579 -0.59431 0.14050
C: 1.57733 -0.33692 -1.32082
O: 1.49263 0.84881 -1.69442
N: -0.86340 -0.69738 0.56874
H: 1.08069 -3.19973 1.91330
H: -0.32446 -2.26424 2.41926
H: 1.41375 -1.64983 2.43178
H: 0.29452 -2.31813 -0.20661
H: 2.48550 -1.10732 0.57011
H: 1.40432 0.35364 0.68478
H: 1.46922 -1.17328 -2.01895
H: -1.46581 -0.51246 -0.29999
H: -1.51391 -1.04708 1.35439
H: -0.77486 -0.88471 -2.41630
H: -2.24895 -0.52718 -3.00420
O: -1.65793 -0.47220 -2.21758
H: -2.26286 1.68044 -1.60483
H: -1.89586 2.93933 -0.96571
O: -2.62413 2.63894 -1.55340
H: -2.70790 2.44383 1.49244
H: -1.84398 1.50428 0.69428
O: -1.85349 2.36149 1.18709
H: 2.28932 2.26856 1.03546
H: 2.83508 1.73677 -0.23464
O: 3.09736 1.86255 0.68470

Atomic forces in eV per Å
C 0.0 4.3 2.7
C -0.8 2.2 -0.6
C -0.2 -1.8 1.6
C -0.7 3.5 0.5
O 0.5 -2.7 -0.1
N -1.7 -0.9 1.2
H 0.6 -2.5 -0.8
H 0.9 -0.3 -0.2
H -1.7 -0.8 -0.7
H -0.2 -1.0 -1.4
H -0.5 0.7 -0.9
H 0.2 -0.8 -0.4
H 0.3 -0.2 -0.3
H 1.7 -1.1 1.5
H 1.4 0.7 -1.9
H -1.6 0.7 -0.2
H 1.0 -0.1 0.7
O 0.4 -0.4 -0.8
H -1.2 1.9 -0.5
H -0.9 0.6 -0.2
O 2.0 -2.5 0.4
H -3.0 0.4 1.0
H 0.2 0.9 0.8
O 3.0 -1.3 -1.5
H 0.4 0.0 0.2
H 0.1 0.0 -0.2
O -0.4 0.4 0.1

Atomic partial charges in e from the Mulliken method, atoms 1 to 6:
1 C -1.291
2 C 0.072
3 C -0.202
4 C -0.332
5 O -0.528
6 N -0.485



5.
This record from the Open Molecules 2025 dataset describes an isolated molecule of CH2ClNOS at a distorted geometry. The level of theory is ωB97M-V/def2-TZVPD.

As for the spin multiplicity: 1. As for the total charge: 0. The relative energy (zero: lowest compared OMol25 entry of this formula, charge and spin) comes out at 29.6 kcal per mole. The HOMO energy is -10.9 eV.

Cartesian coordinates (Å):
C: 0.54310 0.33187 0.64433
N: -0.74521 -0.35133 0.21249
O: -2.16990 -1.07780 -1.55451
S: -0.81166 -0.71094 -1.23471
Cl: 1.78501 0.67895 -0.62752
H: 1.19556 -0.18988 1.40530
H: 0.20310 1.31914 1.15463

Atomic forces in eV per Å
C -0.8 0.7 1.6
N 3.1 1.5 2.0
O 0.1 -0.4 -0.7
S -1.2 -0.3 -0.9
Cl -0.4 0.2 0.0
H -1.5 0.0 -0.8
H 0.7 -1.6 -1.2

Atomic partial charges in e from the Mulliken method, atoms 1 to 6:
1 C -0.262
2 N -0.151
3 O -0.456
4 S 0.525
5 Cl -0.190
6 H 0.264



6.
This record from the Open Molecules 2025 dataset describes a cluster of 5 separate species, C13H10Cl12N2O4 in total at a distorted geometry. The level of theory is ωB97M-V/def2-TZVPD.

As for the SMILES: O=NOCc1cccc2c1C(=O)NC2=O.ClC(Cl)Cl.ClC(Cl)Cl.ClC(Cl)Cl.ClC(Cl)Cl. As for the spin multiplicity: 1. As for the total charge: 0. The HOMO energy is -10.1 eV.

Cartesian coordinates (Å):
O: 0.17102 1.44500 1.55650
N: 0.51582 0.32489 1.51175
O: -0.49953 -0.53236 1.92172
C: -0.90257 -1.44947 0.84367
C: 0.03929 -1.31439 -0.39085
C: 1.24768 -2.13754 -0.54894
C: 2.10029 -1.93348 -1.71456
C: 1.80234 -0.91976 -2.74092
C: 0.59384 -0.14777 -2.55846
C: -0.29532 -0.32847 -1.40981
C: -1.48471 0.64102 -1.51742
O: -2.46172 0.78275 -0.83224
N: -1.24379 1.39775 -2.71817
C: -0.03438 0.99388 -3.38945
O: 0.42471 1.47151 -4.39275
H: -0.87024 -2.48042 1.30300
H: -1.96086 -1.18198 0.61265
H: 1.46251 -2.89114 0.23455
H: 3.01126 -2.54650 -1.87167
H: 2.45122 -0.73723 -3.61486
H: -1.24911 2.37407 -2.41210
C: 0.17706 -2.47654 4.45052
Cl: -0.06016 -2.32723 6.19494
Cl: 1.65919 -3.37948 4.08391
Cl: -1.21981 -3.26521 3.70924
H: 0.26845 -1.48158 4.02777
C: 3.48638 0.34148 6.53590
Cl: 4.77206 1.22614 5.70647
Cl: 2.16770 1.43099 6.98027
Cl: 2.88699 -0.98050 5.52742
H: 3.89756 -0.08381 7.44482
C: 1.01354 5.07947 -5.01101
Cl: 0.39792 5.14546 -6.66489
Cl: 2.58042 5.88930 -4.89530
Cl: -0.14385 5.80041 -3.88481
H: 1.14698 4.03675 -4.74054
C: -5.14312 -1.05433 -1.42093
Cl: -3.76569 -2.14218 -1.21602
Cl: -5.49260 -0.81221 -3.13530
Cl: -6.56324 -1.68279 -0.57756
H: -4.88353 -0.09449 -0.98653

Atomic forces in eV per Å
O 0.3 -0.5 0.4
N 0.5 1.1 -0.6
O -1.0 -0.5 0.0
C 0.6 -0.7 0.0
C 0.2 0.1 -1.2
C -1.0 1.9 -1.7
C -1.3 1.1 -0.1
C -1.8 -0.3 2.0
C -0.7 -0.7 1.5
C 2.0 -1.6 -0.1
C 1.1 -0.9 -0.8
O 0.7 0.0 0.0
N 0.7 0.2 0.9
C 0.8 -0.8 0.8
O -0.5 0.2 0.5
H 0.1 1.1 -0.8
H 1.0 -0.2 0.0
H 0.0 0.6 -0.7
H -0.8 0.4 0.3
H -0.4 -0.3 0.7
H -0.4 0.1 -1.0
C -0.1 0.0 0.2
Cl -0.1 -0.1 -0.1
Cl -0.2 -0.1 -0.1
Cl 0.0 0.0 0.2
H 0.0 -0.1 0.0
C -0.1 0.1 -0.1
Cl 0.0 -0.1 0.1
Cl 0.1 -0.1 0.0
Cl 0.4 0.3 0.2
H 0.0 0.0 -0.1
C 0.0 0.0 -0.1
Cl 0.0 0.0 0.1
Cl -0.1 -0.1 0.0
Cl 0.0 -0.1 0.0
H 0.0 0.1 0.0
C -0.1 0.1 0.0
Cl -0.1 -0.1 -0.1
Cl 0.1 0.0 0.1
Cl 0.1 0.0 0.0
H 0.0 -0.1 0.0

Atomic partial charges in e from the Mulliken method, atoms 1 to 6:
1 O -0.363
2 N 0.328
3 O -0.209
4 C -0.245
5 C 0.772
6 C -0.576



no.,total energy (eV)
1,-7300.198
2,-16191.336
3,-63788.584
4,-16149.610
5,-27963.093
6,-175078.595